Record 1
The following is a DFT calculation (ωB97M-V/def2-TZVPD) of a molecular structure, C25H43BrMnN2P2 in a non-equilibrium geometry.

Structure (XYZ):
```
74
Properties=species:S:1:pos:R:3:forces:R:3
N -6.4590 4.7596 -3.9686 -0.5 0.3 0.2
C -6.2697 5.2387 -2.7374 0.6 -0.5 0.0
C -5.3793 4.6415 -1.8354 0.1 -0.3 -0.1
C -4.6303 3.4988 -2.2040 -1.4 0.0 -1.5
C -4.8208 3.0570 -3.5457 -0.5 0.3 0.1
C -5.7804 3.6909 -4.3649 0.8 -0.2 0.7
C -3.7231 2.8392 -1.2724 0.4 -0.5 -0.4
Mn -1.0716 0.0780 0.4664 0.3 0.3 0.4
P 4.6676 -0.5328 1.0337 -1.8 1.2 -0.5
C -2.9296 1.7532 -1.5182 -1.4 0.8 -0.4
C -1.7098 1.6583 -0.7727 0.3 -1.7 2.0
C -0.4408 1.2133 -1.3398 0.8 1.3 0.2
C 0.6705 2.0634 -1.0085 -0.5 -0.6 -0.1
C 0.5932 2.9051 0.0993 -0.7 -1.0 0.0
C -0.4689 2.8328 1.0196 -1.2 -0.3 -0.5
C -1.6443 2.1323 0.6309 0.9 1.3 -1.1
Br 1.9905 4.0383 0.4469 1.2 0.9 0.3
H -3.6244 3.3710 -0.3269 0.4 0.1 -0.2
H -3.0979 1.0606 -2.3558 0.2 0.7 0.1
H -5.2680 5.0798 -0.8514 0.0 -0.1 0.1
H -4.2449 2.2468 -3.9944 -0.1 0.1 0.3
H -6.8305 6.1352 -2.4570 0.2 -0.3 -0.1
H -5.9916 3.3435 -5.3845 0.2 0.1 0.5
H -0.3594 0.5148 -2.1831 -0.4 0.8 0.1
H -2.5736 2.1089 1.2247 0.6 0.4 -0.3
H 1.5682 2.1136 -1.6464 -0.5 -0.3 0.4
H -0.4281 3.3656 1.9740 0.1 -0.2 -0.3
P -0.7646 -2.2771 0.5139 0.1 0.1 0.1
C 4.8587 1.2873 1.0365 0.8 0.0 0.5
C 6.2601 1.7064 0.5593 0.3 0.0 -0.1
H 4.7179 1.6089 2.0789 0.0 -0.1 -0.2
H 4.0625 1.7395 0.4278 0.0 -0.3 0.1
H 6.4022 2.7867 0.6707 -0.1 -0.2 -0.1
H 7.0374 1.2132 1.1588 -0.2 0.2 -0.2
H 6.4289 1.4462 -0.4926 -0.1 0.1 0.2
C 3.9835 -1.1096 -0.5434 0.5 -0.3 -0.3
C 5.0114 -2.0711 -1.1607 0.2 -0.3 -0.3
H 3.8022 -0.2440 -1.1895 0.1 0.0 0.1
H 3.0281 -1.6170 -0.3552 0.3 0.3 0.0
H 4.7922 -2.2697 -2.2105 0.0 0.0 0.1
H 6.0240 -1.6537 -1.1066 -0.2 -0.1 -0.1
H 5.0261 -3.0310 -0.6315 0.0 0.2 -0.1
C 3.5300 -1.0594 2.3262 0.2 -0.2 0.7
C 4.3714 -1.7674 3.4120 0.2 -0.2 0.4
H 2.7886 -1.7425 1.8970 0.2 0.1 -0.1
H 3.0096 -0.1792 2.7344 0.2 -0.2 -0.2
H 3.7899 -2.5237 3.9562 0.1 0.3 -0.2
H 5.2351 -2.2721 2.9529 -0.3 0.0 0.3
H 4.7656 -1.0450 4.1409 -0.1 -0.2 -0.2
C -0.6651 -3.5131 1.8800 0.1 0.3 0.3
C -1.7504 -4.5839 1.8881 -0.2 -0.4 0.1
H -0.6603 -2.9536 2.8291 0.0 -0.3 -0.2
H 0.3276 -3.9861 1.7869 -0.3 0.2 0.0
H -2.6976 -4.2175 2.2949 0.2 0.0 -0.1
H -1.9503 -4.9814 0.8884 0.1 0.0 0.1
H -1.4344 -5.4258 2.5152 -0.1 0.2 -0.1
C 0.4260 -2.9205 -0.6927 0.0 -0.6 -0.3
C 0.1844 -2.4967 -2.1344 0.0 0.1 -0.4
H 0.4334 -4.0161 -0.5982 0.1 0.2 -0.2
H 1.4081 -2.5559 -0.3567 -0.3 -0.2 0.0
H -0.8260 -2.7711 -2.4671 0.3 0.0 0.0
H 0.3118 -1.4119 -2.2922 -0.1 -0.5 0.2
H 0.9021 -3.0034 -2.7889 -0.2 0.1 0.1
C -2.4813 -2.2974 -0.1564 0.5 -0.9 -0.4
C -3.5223 -1.7610 0.8190 -0.2 -0.1 0.1
H -2.6499 -3.3459 -0.4103 -0.6 0.1 -0.2
H -2.4834 -1.7269 -1.0979 0.0 -0.1 0.2
H -4.4841 -1.6919 0.3120 0.0 0.1 0.0
H -3.6617 -2.4229 1.6782 0.1 0.2 -0.1
H -3.2987 -0.7542 1.2118 0.0 -0.1 -0.1
N -0.4273 0.1573 2.6180 0.1 -0.2 0.6
H 0.4308 0.6914 2.7207 0.0 0.2 -0.1
H -0.2287 -0.7603 3.0250 -0.2 0.3 -0.1
H -1.1079 0.6157 3.2237 0.1 -0.1 0.0
```
Forces are in eV/Å.

Results
F_max: 2.690 eV/A
E: -149525.38279 eV
charge: +2
relative energy (zero: lowest compared OMol25 entry of this formula, charge and spin): 13.5 kcal/mol
2S+1: 6
HOMO (spin up / spin down): -12.59 / -11.69 eV

Record 2
The following is a DFT calculation (ωB97M-V/def2-TZVPD) of a molecular structure, C25H43BrN2P2Ru in a non-equilibrium geometry.

Structure (XYZ):
```
74
Properties=species:S:1:pos:R:3:forces:R:3
N 6.1882 -1.9561 -3.4079 -0.2 -0.3 0.0
C 5.5677 -3.0452 -2.9442 1.8 0.6 -1.4
C 4.4940 -2.9663 -2.0527 -1.8 1.2 1.4
C 4.0012 -1.7029 -1.6521 0.5 0.4 -0.2
C 4.6529 -0.5526 -2.1692 -1.4 -1.1 1.3
C 5.7460 -0.7512 -3.0400 1.5 -0.9 -1.0
C 2.6889 -1.7202 -0.9727 -0.4 1.1 0.5
Ru 1.0996 -1.0279 0.4858 0.2 -2.7 -0.2
P -3.8328 1.3413 0.3273 1.5 -0.8 -0.3
C 1.6507 -0.7996 -1.3782 0.8 -1.0 -1.8
C 0.4017 -1.3575 -1.9265 -0.7 0.5 0.5
C -0.4981 -0.4606 -2.5255 -0.3 0.6 -0.6
C -1.5222 -0.9002 -3.3586 0.4 -0.1 0.6
C -1.8191 -2.2694 -3.3819 0.2 0.1 0.1
C -1.0731 -3.1667 -2.6083 0.8 0.1 0.8
C 0.0651 -2.7311 -1.9131 -0.4 -0.1 -0.4
Br -3.2487 -2.8893 -4.3784 -0.1 -0.1 -0.1
H 2.4616 -2.7057 -0.5096 -0.1 0.4 -0.9
H 1.9313 0.2313 -1.6487 0.0 -0.6 -0.3
H 3.9906 -3.8665 -1.7183 0.2 -0.1 0.0
H 4.3466 0.4645 -1.9424 -0.1 -0.1 0.0
H 5.9146 -4.0298 -3.2790 0.1 0.4 0.0
H 6.2813 0.0960 -3.4770 -0.2 -0.1 0.1
H -0.3687 0.6190 -2.3371 0.2 -0.5 -0.6
H 0.6824 -3.4390 -1.3389 -0.3 0.1 -0.7
H -2.0984 -0.2143 -3.9654 -0.1 0.1 0.1
H -1.3712 -4.2045 -2.5505 0.0 -0.1 -0.1
P 1.1591 0.7355 1.6988 0.6 3.3 2.0
C -3.7427 0.0580 -0.9659 -0.6 -0.2 0.0
C -4.9227 0.1991 -1.9412 -0.4 0.0 -0.4
H -3.7757 -0.9297 -0.4735 -0.1 0.4 0.0
H -2.7847 0.1488 -1.5004 -0.3 0.1 0.4
H -5.0186 -0.6948 -2.5689 0.1 0.2 0.2
H -5.8709 0.3355 -1.4042 0.2 -0.2 -0.2
H -4.8026 1.0658 -2.6038 0.0 -0.2 0.2
C -2.6444 2.6513 -0.0963 -0.1 0.5 0.0
C -3.3482 3.9937 -0.3471 -0.1 0.4 -0.1
H -2.0949 2.3298 -0.9938 -0.3 0.0 0.1
H -1.9237 2.7540 0.7256 -0.4 -0.1 -0.2
H -2.6601 4.7036 -0.8190 -0.2 -0.2 0.1
H -4.2167 3.8751 -1.0031 0.2 0.1 0.0
H -3.6969 4.4359 0.5931 0.0 -0.1 -0.2
C -3.4560 0.5931 1.9397 -0.2 0.3 0.5
C -4.7687 0.4000 2.7322 -0.2 -0.1 0.2
H -2.7721 1.2681 2.4831 -0.3 -0.1 -0.3
H -2.9389 -0.3654 1.7793 -0.1 0.2 -0.1
H -4.5558 0.1892 3.7856 0.0 0.0 -0.2
H -5.3838 1.3097 2.6860 0.2 -0.3 0.1
H -5.3559 -0.4336 2.3288 0.1 0.2 0.1
C 0.2046 0.5557 3.2635 -0.6 -0.7 -0.1
C 0.9533 0.7531 4.5803 0.3 0.1 0.3
H -0.2102 -0.4636 3.2415 -0.1 0.2 0.2
H -0.6516 1.2421 3.1963 0.2 -0.1 -0.1
H 1.6734 -0.0463 4.7817 0.0 0.1 -0.2
H 1.4670 1.7170 4.6346 -0.1 -0.1 0.0
H 0.2366 0.7217 5.4086 0.0 0.0 -0.2
C 0.5841 2.2786 0.9006 -0.5 -0.1 -0.4
C 1.6392 3.2324 0.3460 0.2 0.2 -0.1
H -0.0778 2.7927 1.6199 0.4 -0.2 -0.2
H -0.0456 1.9304 0.0614 0.0 0.2 0.3
H 2.3944 3.5007 1.0916 -0.2 0.0 -0.2
H 2.1362 2.8123 -0.5364 0.0 0.0 0.2
H 1.1489 4.1604 0.0152 0.2 -0.3 0.1
C 2.9128 0.9002 2.1504 -0.1 0.4 -0.4
C 3.4692 -0.5113 2.2841 0.4 -0.2 0.3
H 3.0032 1.4879 3.0742 0.0 -0.1 -0.3
H 3.4164 1.4540 1.3431 -0.2 -0.1 0.3
H 4.4361 -0.5732 1.7663 -0.3 -0.3 0.2
H 3.6293 -0.7590 3.3442 -0.2 -0.3 -0.5
H 2.7538 -1.2392 1.7888 0.9 0.0 0.8
N -0.2731 -2.4570 1.2440 -0.6 0.4 0.3
H -1.2177 -2.1573 0.9774 0.2 -0.3 0.4
H -0.1995 -2.5904 2.2529 -0.3 -0.2 -0.1
H -0.1403 -3.3598 0.7979 0.0 -0.2 0.1
```
Forces are in eV/Å.

Results
F_max: 3.946 eV/A
E: -120758.17776 eV
charge: +4
2S+1: 5
HOMO (spin up / spin down): -19.11 / -19.33 eV

Record 3
The following is a DFT calculation (ωB97M-V/def2-TZVPD) of a molecular structure, C25H43Cl3CuN5O4Si in a non-equilibrium geometry.

Structure (XYZ):
```
82
Properties=species:S:1:pos:R:3:forces:R:3
C -1.6974 -1.5972 -2.8259 0.1 0.3 -0.4
C -1.1094 -2.5673 -1.8532 0.3 -1.0 0.5
H -1.3958 -1.8352 -3.8526 -0.1 0.2 0.1
H -1.4101 -0.5607 -2.5830 0.0 -0.3 0.0
H -2.8029 -1.6437 -2.8022 0.4 0.0 0.2
C -0.6540 -3.7961 -2.1523 -0.5 0.5 0.0
C -0.5102 -4.3734 -3.5229 0.0 -0.3 -0.3
H -0.4304 -4.5004 -1.3433 0.2 0.4 -0.2
H -0.6647 -3.6377 -4.3257 0.1 -0.3 0.3
H -1.2248 -5.1994 -3.6692 0.1 0.2 -0.1
H 0.4919 -4.8182 -3.6318 -0.2 0.1 -0.1
Cu -0.1449 0.6210 0.6082 0.0 -1.4 -0.5
Cl -2.7342 0.8437 0.2585 -0.4 0.2 0.2
Cl 0.3507 1.4823 -1.3040 0.2 0.8 -1.0
H 0.2724 5.2043 3.6153 0.1 -0.1 -0.1
H -2.0266 5.9284 2.6698 0.1 -0.2 -0.1
C 0.5724 4.8365 2.6254 -0.1 0.1 -0.1
C -1.6064 5.6125 1.7047 -0.1 -0.4 -0.2
N -0.6238 4.5446 1.8463 0.0 0.9 0.4
H 1.1763 3.9325 2.7252 -0.1 0.1 -0.1
C -0.8072 3.3423 1.2970 1.2 -1.8 0.0
O 0.0530 2.4336 1.4134 -1.7 2.1 0.2
H -2.4092 5.2038 1.0858 0.0 0.3 0.1
H -1.7550 3.1735 0.7599 0.2 0.0 0.1
H 1.1536 5.6229 2.1242 0.0 -0.2 0.1
H -1.1967 6.5126 1.2234 0.1 -0.3 0.0
H 1.6449 -1.4096 -2.9443 -0.1 0.3 0.2
H 2.0001 -3.7243 -1.5478 0.3 0.3 0.1
C 2.4487 -0.9284 -2.3726 -0.2 0.0 -0.2
C 2.9594 -3.1742 -1.4742 -0.1 0.2 0.3
N 2.7619 -1.7561 -1.2339 0.6 -0.2 0.8
H 2.1354 0.0737 -2.0563 0.1 -0.4 0.0
C 2.9486 -1.2538 0.0272 -0.6 0.4 -0.6
O 2.7565 -0.0999 0.3761 0.6 -1.1 -0.3
H 3.5442 -3.5456 -0.6170 -0.2 -0.3 -0.5
H 3.3043 -2.0569 0.7297 -0.2 0.4 -0.2
H 3.3293 -0.8750 -3.0287 0.0 0.1 0.0
H 3.5050 -3.3257 -2.4187 0.0 0.0 0.3
O -0.0065 -1.2574 -0.1846 0.7 0.9 0.3
C -1.0729 -2.0691 -0.4080 -0.7 0.1 0.4
C 0.0806 -3.7669 1.0728 -0.1 -0.3 0.3
C -1.1043 -3.2171 0.6110 -0.2 0.6 -0.8
H 1.0198 -3.3392 0.7301 -0.2 0.0 0.0
C 0.0345 -4.8309 1.9713 0.1 0.2 -0.1
H -2.0096 -1.4870 -0.2997 -0.1 -0.4 0.2
C -2.3351 -3.6966 1.0400 0.2 -0.4 0.1
H 0.9800 -5.2555 2.3043 -0.2 -0.1 0.1
C -1.1924 -5.3118 2.4303 -0.1 0.0 0.2
C -2.3860 -4.7467 1.9593 -0.1 0.2 0.0
H -3.2123 -3.2066 0.6069 0.0 -0.3 0.3
H -1.2176 -6.0967 3.1947 0.0 0.2 -0.4
H -3.3564 -5.1118 2.3061 0.3 0.0 0.0
Si -0.4704 4.0646 -3.7731 0.1 -0.6 -0.6
Cl -0.6217 2.0279 -4.3376 -0.1 0.8 -0.4
C 1.3786 4.4399 -3.7147 0.0 -0.1 0.3
C -1.6101 4.2742 -2.3014 0.0 0.1 0.2
C -1.0756 5.1959 -5.1693 -0.1 -0.2 0.1
H 1.9481 3.6585 -3.1945 -0.2 0.2 0.0
H 1.5633 5.4079 -3.2278 0.0 -0.2 0.0
H 1.7550 4.5191 -4.7484 -0.2 -0.1 0.3
H -0.4076 5.1777 -6.0401 -0.1 0.0 0.2
H -1.0879 6.2181 -4.7675 0.0 -0.1 -0.1
H -2.0845 4.9398 -5.5097 0.1 0.1 0.1
H -1.4544 3.5065 -1.5315 0.2 0.1 -0.3
H -2.6554 4.1825 -2.6285 0.2 0.0 -0.1
H -1.5119 5.2704 -1.8504 0.1 -0.1 0.0
C 2.8537 -0.1981 4.8813 0.0 -0.2 0.2
N 1.5865 -0.5244 4.2410 0.4 -0.1 0.0
C 0.8436 -1.5683 4.6846 -0.7 0.0 -0.3
C -0.3701 -1.8222 4.1271 0.2 -0.4 0.7
C -0.8150 -0.9583 3.0738 0.0 0.3 -0.5
N 0.0282 -0.1088 2.4765 0.3 -0.1 1.2
C 1.2350 0.2166 3.0952 0.3 0.9 -0.8
O 1.9903 1.1050 2.7081 -1.0 -1.0 0.7
N -2.0990 -0.9920 2.6940 0.3 -0.2 0.0
H 2.6768 0.1677 5.9009 0.1 0.1 -0.2
H 3.3462 0.5653 4.2723 -0.1 -0.3 0.2
H 3.4644 -1.1061 4.9498 0.0 0.2 -0.1
H 1.2806 -2.1305 5.5138 -0.3 0.1 -0.3
H -1.0348 -2.6234 4.4570 0.4 0.2 0.0
H -2.6661 -1.7926 2.9593 0.4 0.4 -0.1
H -2.4130 -0.4087 1.8947 0.1 -0.1 0.1
```
Forces are in eV/Å.

Results
F_max: 2.688 eV/A
E: -132354.30188 eV
charge: -1
relative energy (zero: lowest compared OMol25 entry of this formula, charge and spin): 0.0 kcal/mol
2S+1: 2
HOMO (spin up / spin down): -4.51 / -4.51 eV